[1]
{
  "formula": "C3H4OS2",
  "method": "the ωB97M-V functional and the def2-TZVPD basis",
  "symbols": ["C", "C", "C", "H", "H", "H", "H", "O", "S", "S"],
  "xyz": [[-1.01189, 1.12610, -0.74249], [1.10975, -0.81556, -0.16929], [0.54986, -0.92085, 1.27934], [-1.42542, 0.68220, 0.44040], [-0.52991, 2.36447, -0.49854], [-1.92504, 1.34396, -1.54847], [0.67076, -1.99633, 1.79933], [-0.15672, -0.06465, 1.65333], [0.28756, -0.08436, -1.51728], [2.43106, -1.63498, -0.69632]],
  "largest_force_ev_per_a": 4.8,
  "gap_ha": 0.2873,
  "lumo_energy_ev": -1.19,
  "homo_energy_ev": -9.01
}

[2]
{
  "formula": "C8H20Cl8N3O6",
  "method": "the ωB97M-V functional and the def2-TZVPD basis",
  "symbols": ["N", "H", "H", "H", "H", "N", "O", "O", "O", "N", "O", "O", "O", "Cl", "C", "C", "Cl", "H", "H", "H", "H", "Cl", "C", "C", "Cl", "H", "H", "H", "H", "Cl", "C", "C", "Cl", "H", "H", "H", "H", "Cl", "C", "C", "Cl", "H", "H", "H", "H"],
  "xyz": [[-4.87886, -30.46931, -11.88488], [-4.85044, -31.48312, -11.80786], [-3.93968, -30.07525, -11.91565], [-5.37906, -30.09069, -11.07684], [-5.32197, -30.19689, -12.78693], [-4.24822, -28.87219, -10.26579], [-4.15613, -27.92363, -9.47906], [-3.30138, -29.68426, -10.46755], [-5.31587, -29.05952, -10.90142], [-7.42964, -29.47752, -14.62850], [-7.67740, -28.29645, -14.35138], [-6.46118, -30.08462, -14.09754], [-8.13860, -30.08112, -15.45732], [-5.77217, -29.56787, -7.57754], [-7.28490, -29.10344, -8.40013], [-7.48962, -27.60642, -8.59801], [-8.81263, -27.35369, -9.76187], [-8.11424, -29.63668, -7.94395], [-7.14717, -29.53602, -9.39154], [-6.58920, -27.09903, -8.93304], [-7.88061, -27.19127, -7.67062], [-3.54370, -28.45704, -13.95580], [-3.30319, -26.85031, -14.65092], [-4.59411, -26.08353, -14.40007], [-4.88830, -26.14585, -12.64382], [-3.22136, -26.95020, -15.73581], [-2.38635, -26.36806, -14.32215], [-5.37121, -26.67114, -14.88918], [-4.61020, -25.06365, -14.77525], [-2.18956, -31.80385, -10.79136], [-1.30515, -33.06906, -11.66265], [-0.71571, -32.55803, -12.94924], [-1.94172, -31.93301, -14.08543], [-1.98208, -33.91065, -11.79541], [-0.54746, -33.43484, -10.96854], [-0.32966, -33.43246, -13.47279], [0.01240, -31.76706, -12.80315], [-6.24004, -32.79238, -10.37620], [-6.16274, -34.51495, -10.90465], [-4.77300, -34.77539, -11.45451], [-4.63188, -33.84247, -12.99356], [-6.95850, -34.68608, -11.62038], [-6.28818, -35.11100, -10.00187], [-4.60330, -35.82875, -11.67696], [-3.98046, -34.49723, -10.76271]],
  "largest_force_ev_per_a": 16.9,
  "gap_ha": 0.2623,
  "total_charge": -1,
  "lumo_energy_ev": 2.29,
  "homo_energy_ev": -4.85
}

[3]
{
  "formula": "C5H5BrN2O2",
  "method": "the ωB97M-V functional and the def2-TZVPD basis",
  "symbols": ["C", "C", "Br", "C", "N", "C", "O", "H", "H", "H", "H", "N", "C", "O", "H"],
  "xyz": [[1.62022, 1.14332, 0.68398], [0.19115, 0.70695, 0.57274], [-1.05285, 1.84016, -0.24134], [-0.21105, -0.48872, 1.08453], [-1.52158, -1.02381, 0.94003], [-2.50038, -0.72403, 0.31100], [-3.55496, -0.61809, -0.12337], [2.22962, 0.20592, 0.35044], [1.77180, 1.39705, 1.79985], [1.84826, 1.95594, -0.00476], [0.39312, -1.34093, 1.39391], [-0.53597, -0.58344, -1.66810], [0.60550, -0.85623, -1.47634], [1.65400, -1.13000, -1.09745], [-0.93687, -0.48405, -2.52512]],
  "largest_force_ev_per_a": 3.1,
  "smiles": "C/C(Br)=C/N=C=O.N=C=O",
  "gap_ha": 0.3418,
  "lumo_energy_ev": 0.49,
  "homo_energy_ev": -8.81
}

[4]
{
  "formula": "C37H37BBrFIN5O13",
  "method": "the ωB97M-V functional and the def2-TZVPD basis",
  "symbols": ["C", "C", "B", "O", "C", "Br", "I", "O", "C", "O", "C", "C", "C", "F", "H", "H", "H", "H", "H", "H", "H", "H", "H", "H", "H", "H", "C", "C", "C", "C", "C", "C", "N", "O", "O", "H", "H", "H", "H", "H", "C", "C", "C", "C", "C", "C", "N", "O", "O", "H", "H", "H", "H", "H", "C", "C", "C", "C", "C", "C", "N", "O", "O", "H", "H", "H", "H", "H", "C", "C", "C", "C", "C", "C", "N", "O", "O", "H", "H", "H", "H", "H", "C", "C", "C", "C", "C", "C", "N", "O", "O", "H", "H", "H", "H", "H"],
  "xyz": [[-0.65926, -0.21785, 1.85475], [-1.74360, -0.34902, 0.64308], [-2.71379, 0.94680, 0.51872], [-2.25275, 2.29527, 0.22594], [-4.33384, 0.70349, 0.77146], [-4.84950, -0.69126, -0.60179], [-4.51675, -0.06223, 2.80422], [-4.96836, 1.98017, 0.53563], [-6.26230, 2.08742, 1.14178], [-6.35532, 2.77885, 2.19348], [-7.62193, 1.46186, 0.58145], [-8.26600, 0.30516, 1.50463], [-8.06704, -1.16754, 0.85714], [-7.88949, 0.37445, 2.88512], [0.26985, 0.33996, 1.49391], [-1.20512, 0.30551, 2.71541], [-0.43359, -1.28484, 2.21737], [-2.38886, -1.26224, 0.89296], [-1.23917, -0.53544, -0.37391], [-1.59669, 2.19261, -0.50913], [-8.38998, 2.32582, 0.58195], [-7.53349, 1.15663, -0.52997], [-9.40762, 0.48567, 1.47461], [-8.25970, -1.14146, -0.28204], [-8.89317, -1.84988, 1.28719], [-7.02057, -1.53657, 1.11396], [-3.90703, 2.88645, -3.51244], [-5.11935, 2.42690, -3.00610], [-6.07788, 1.89948, -3.86472], [-5.80936, 1.83287, -5.23076], [-4.60061, 2.29830, -5.74492], [-3.64854, 2.82692, -4.87915], [-6.80579, 1.25495, -6.13571], [-7.86262, 0.87390, -5.65162], [-6.52343, 1.18230, -7.32316], [-3.15890, 3.29244, -2.83781], [-5.31529, 2.47734, -1.93995], [-7.01832, 1.54472, -3.45764], [-4.38628, 2.25443, -6.80732], [-2.70283, 3.18951, -5.26863], [2.76315, -6.14050, 2.87086], [2.62102, -5.31428, 3.98103], [1.56968, -4.40526, 4.04303], [0.66340, -4.33582, 2.98764], [0.80418, -5.15517, 1.86881], [1.85964, -6.05900, 1.81425], [-0.45798, -3.39776, 3.06136], [-0.53808, -2.68131, 4.05029], [-1.25362, -3.38552, 2.13233], [3.58174, -6.85266, 2.82842], [3.32852, -5.38073, 4.80023], [1.47081, -3.76747, 4.91419], [0.10554, -5.10351, 1.04094], [1.97704, -6.70365, 0.94958], [2.84446, 1.60905, 6.16707], [2.13249, 0.68635, 5.40560], [2.74702, -0.48492, 4.97737], [4.07715, -0.72503, 5.32203], [4.79805, 0.19864, 6.07801], [4.17487, 1.36880, 6.49919], [4.71876, -1.97004, 4.89340], [4.05746, -2.74625, 4.21515], [5.87419, -2.16653, 5.23913], [2.35930, 2.52018, 6.50435], [1.09619, 0.87964, 5.14849], [2.18078, -1.19557, 4.38463], [5.83418, 0.02372, 6.34715], [4.72534, 2.09312, 7.09024], [-0.15748, 1.21625, -10.81431], [-0.95202, 2.34498, -10.99256], [-1.37558, 3.07971, -9.89051], [-0.99284, 2.67643, -8.61247], [-0.20377, 1.54301, -8.42674], [0.21274, 0.81289, -9.53462], [-1.41552, 3.46117, -7.45075], [-2.12245, 4.43803, -7.64913], [-1.03413, 3.09688, -6.34563], [0.17594, 0.64825, -11.67758], [-1.23877, 2.65382, -11.99224], [-1.99427, 3.95715, -10.04281], [0.09406, 1.22011, -7.43521], [0.82972, -0.06942, -9.40160], [11.31976, -0.98677, 2.53452], [10.53689, -1.76558, 3.38169], [9.55210, -1.17066, 4.16295], [9.35711, 0.20702, 4.08391], [10.14240, 0.99345, 3.24342], [11.12669, 0.39017, 2.46799], [8.30475, 0.83362, 4.88580], [7.64866, 0.11341, 5.62571], [8.13822, 2.03870, 4.76786], [12.08398, -1.45555, 1.92186], [10.69272, -2.83813, 3.43052], [8.94847, -1.78853, 4.81902], [9.99974, 2.06664, 3.18018], [11.74184, 0.99259, 1.80800]],
  "largest_force_ev_per_a": 5.3,
  "gap_ha": 0.3142,
  "lumo_energy_ev": -0.88,
  "homo_energy_ev": -9.43
}

[5]
{
  "formula": "C26H24F5OSi",
  "method": "the ωB97M-V functional and the def2-TZVPD basis",
  "symbols": ["C", "Si", "C", "C", "O", "C", "C", "C", "C", "F", "C", "F", "C", "F", "C", "F", "C", "F", "H", "H", "H", "H", "H", "H", "H", "H", "H", "H", "H", "C", "C", "C", "C", "C", "C", "C", "C", "C", "C", "C", "C", "C", "C", "C", "H", "H", "H", "H", "H", "H", "H", "H", "H", "H", "H", "H", "H"],
  "xyz": [[-3.09221, 1.78744, 3.82277], [-3.11314, 0.08528, 3.06873], [-2.86101, -1.22262, 4.36220], [-4.63246, -0.20848, 2.01896], [-1.82355, 0.06089, 1.99292], [-0.66909, -0.57515, 1.68013], [-0.55798, -1.12182, 0.39686], [0.43195, -0.32480, 2.62915], [1.26602, -1.34856, 3.11696], [1.01719, -2.65414, 2.76029], [2.28814, -1.15217, 4.02895], [3.08496, -2.16495, 4.45786], [2.58271, 0.14067, 4.47443], [3.63164, 0.38684, 5.26258], [1.77235, 1.19624, 4.05671], [2.04969, 2.46960, 4.45039], [0.76338, 0.96634, 3.14183], [0.00185, 2.03630, 2.71904], [-4.01342, 1.92943, 4.41049], [-2.24213, 1.92476, 4.50946], [-3.04005, 2.57788, 3.06548], [-3.68847, -1.18514, 5.08704], [-2.84300, -2.22508, 3.91348], [-1.92187, -1.07728, 4.91366], [-5.54981, -0.18444, 2.62849], [-4.73948, 0.54718, 1.22816], [-4.58897, -1.19193, 1.53041], [0.43155, -1.51378, 0.00488], [-1.52679, -1.68586, 0.23363], [-0.70696, -1.83010, -2.99717], [-0.21208, -2.35282, -4.25968], [-0.62187, -3.61788, -4.76241], [-0.13273, -4.11490, -5.97616], [0.77716, -3.36386, -6.73572], [1.13937, -2.08805, -6.29250], [0.65099, -1.58710, -5.08202], [-0.23328, -0.74243, -2.34896], [-0.86936, -0.23137, -1.15752], [-0.64260, 1.19864, -0.78827], [-1.65127, 2.03268, -0.26931], [-1.37021, 3.31189, 0.15024], [-0.05904, 3.82081, 0.07621], [0.94162, 3.01486, -0.48872], [0.65465, 1.72736, -0.91103], [-1.48834, -2.43856, -2.51430], [-1.30186, -4.24621, -4.18797], [-0.39664, -5.11183, -6.33416], [1.17365, -3.73298, -7.68777], [1.84520, -1.48044, -6.85995], [0.94324, -0.60079, -4.72775], [0.64552, -0.21935, -2.73295], [-1.90145, -0.56364, -0.98589], [-2.68261, 1.67672, -0.20990], [-2.15310, 3.97022, 0.56332], [0.18018, 4.83063, 0.38969], [1.97109, 3.39161, -0.60777], [1.43114, 1.07821, -1.30663]],
  "largest_force_ev_per_a": 4.0,
  "gap_ha": 0.2216,
  "total_charge": 1,
  "lumo_energy_ev": -5.30,
  "homo_energy_ev": -11.33
}

[6]
{
  "formula": "C24H36F4O24",
  "method": "the ωB97M-V functional and the def2-TZVPD basis",
  "symbols": ["O", "C", "O", "C", "C", "F", "O", "H", "H", "H", "O", "C", "O", "C", "C", "F", "O", "H", "H", "H", "O", "C", "O", "C", "C", "F", "O", "H", "H", "H", "O", "C", "O", "C", "C", "F", "O", "H", "H", "H", "C", "O", "C", "O", "O", "C", "H", "H", "H", "H", "H", "H", "C", "O", "C", "O", "O", "C", "H", "H", "H", "H", "H", "H", "C", "O", "C", "O", "O", "C", "H", "H", "H", "H", "H", "H", "C", "O", "C", "O", "O", "C", "H", "H", "H", "H", "H", "H"],
  "xyz": [[1.88770, -0.34887, -5.53226], [0.78404, 0.05108, -5.64108], [-0.20100, -0.64668, -6.26869], [-1.43484, 0.19842, -6.28323], [-1.04214, 1.47128, -5.58996], [-1.70188, 1.54830, -4.33396], [0.30937, 1.26964, -5.25607], [-1.65713, 0.23349, -7.29675], [-2.32826, -0.26220, -5.78035], [-1.14994, 2.41939, -6.09735], [1.81080, 1.55771, 0.96381], [2.94073, 1.77046, 1.28575], [4.00774, 1.79885, 0.50840], [5.16690, 2.16810, 1.20973], [4.67586, 2.45419, 2.62482], [4.74538, 3.75698, 2.96904], [3.22551, 2.18043, 2.56967], [5.87478, 1.37819, 1.15670], [5.58985, 3.07208, 0.72070], [5.18501, 1.93395, 3.45879], [3.13568, -5.70491, -0.90823], [2.93875, -4.80172, -1.61606], [3.77263, -3.88045, -2.03216], [3.00933, -2.81411, -2.73602], [1.69336, -3.53114, -3.04302], [1.80224, -4.05588, -4.31085], [1.63527, -4.62061, -2.14923], [2.82539, -1.98973, -2.04541], [3.48347, -2.43967, -3.65061], [0.82660, -2.88053, -2.96916], [-6.52524, 0.27595, -2.90566], [-5.58345, 0.69936, -2.34513], [-4.40964, 1.01797, -2.84621], [-3.45349, 1.27767, -1.84003], [-4.35990, 1.58058, -0.62603], [-4.63117, 2.96125, -0.54070], [-5.56492, 0.93196, -0.96540], [-2.88829, 0.43032, -1.64662], [-2.83734, 2.08551, -2.10494], [-3.97216, 1.35535, 0.37158], [1.62701, 3.31592, -2.31195], [2.89039, 3.61091, -1.66886], [2.82930, 4.32283, -0.55751], [3.86366, 4.49249, 0.03781], [1.59548, 4.64074, -0.18596], [1.48116, 5.42031, 0.97795], [0.93031, 2.79630, -1.65005], [1.88174, 2.71068, -3.15286], [1.12671, 4.22851, -2.64358], [0.42139, 5.57032, 1.20898], [1.91999, 6.37272, 0.86949], [1.99571, 4.91985, 1.81378], [-0.79829, -5.16577, 1.76193], [-1.18576, -3.88397, 2.38102], [-0.52943, -3.61459, 3.54693], [0.33372, -4.35475, 3.99644], [-0.99859, -2.52707, 4.14342], [-0.27825, -1.95568, 5.24872], [-0.72112, -5.96933, 2.45673], [0.12792, -4.99966, 1.18960], [-1.67509, -5.42027, 1.09802], [-0.91746, -1.21070, 5.68616], [0.57995, -1.47012, 4.83960], [0.03956, -2.79945, 5.84837], [-3.27987, 2.66320, 3.61052], [-3.44414, 1.60074, 2.66092], [-3.69597, 0.40477, 3.19710], [-3.53054, 0.14314, 4.33607], [-4.11884, -0.39282, 2.18123], [-4.34868, -1.80612, 2.31993], [-4.00211, 2.58140, 4.40445], [-3.36759, 3.61102, 3.06541], [-2.24688, 2.64799, 4.02239], [-4.99421, -2.20250, 1.49152], [-4.86933, -2.10654, 3.19964], [-3.44533, -2.39777, 2.33296], [3.06633, -2.23514, 1.37285], [1.75218, -2.01082, 1.89069], [0.93449, -1.51123, 0.85847], [1.28778, -1.47109, -0.29346], [-0.26258, -1.14092, 1.33778], [-1.22134, -0.72572, 0.37860], [3.01389, -3.13078, 0.76607], [3.73948, -2.32503, 2.17662], [3.35661, -1.37805, 0.77393], [-1.67826, -1.55217, -0.14285], [-0.75855, 0.02742, -0.26896], [-2.01216, -0.22522, 0.91606]],
  "largest_force_ev_per_a": 2.8,
  "smiles": "O=C1OC[C@@H](F)O1.O=C1OC[C@@H](F)O1.O=C1OC[C@@H](F)O1.O=C1OC[C@@H](F)O1.COC(=O)OC.COC(=O)OC.COC(=O)OC.COC(=O)OC",
  "gap_ha": 0.3940,
  "lumo_energy_ev": 0.19,
  "homo_energy_ev": -10.53
}

[7]
{
  "formula": "H4N2O2P",
  "method": "the ωB97M-V functional and the def2-TZVPD basis",
  "symbols": ["N", "P", "N", "O", "O", "H", "H", "H", "H"],
  "xyz": [[0.08909, -0.17929, 1.37220], [-0.99988, -0.38223, 0.03665], [0.29320, -0.46658, -1.16569], [-1.89982, 1.42984, -0.43892], [-1.78898, -1.67744, 0.19794], [-0.37816, -0.11140, 2.25546], [0.53369, -1.06133, 1.25527], [-0.18785, -0.69297, -2.19207], [0.48774, 0.55986, -1.25402]],
  "largest_force_ev_per_a": 6.3,
  "smiles": "NP(N)(=O)[O-]",
  "gap_ha": 0.2963,
  "total_charge": -1,
  "lumo_energy_ev": 4.40,
  "homo_energy_ev": -3.66
}

[8]
{
  "formula": "C3H12NO",
  "method": "the ωB97M-V functional and the def2-TZVPD basis",
  "symbols": ["C", "C", "N", "H", "H", "H", "H", "H", "H", "H", "H", "C", "O", "H", "H", "H", "H"],
  "xyz": [[1.40041, 0.96138, 0.22461], [1.26780, 0.82282, 1.64444], [0.04406, 1.07356, -0.51822], [1.96561, 1.70222, -0.09915], [1.81089, -0.04330, -0.25043], [2.30357, 0.69637, 2.08857], [0.76425, 0.09383, 2.00050], [0.19177, 1.90385, -1.23372], [-0.17551, 0.26206, -1.19093], [-0.67153, 1.16627, 0.08691], [1.03161, 1.79919, 2.19179], [-1.38632, -1.71839, 0.03427], [-1.14032, -1.08064, -1.26632], [-1.82414, -1.00974, -2.01379], [-1.95961, -2.66556, -0.17364], [-1.95791, -1.11278, 0.60270], [-0.35622, -2.05704, 0.32941]],
  "largest_force_ev_per_a": 8.3,
  "gap_ha": [0.4209, 0.1629],
  "total_charge": 2,
  "lumo_energy_ev": [-8.63, -15.62],
  "spin_multiplicity": 2,
  "homo_energy_ev": [-20.08, -20.05]
}

Calculated E, -26890.1751 -125545.7995 -82382.0682 -154559.3143 -50855.7581 -85481.4513 -16429.5680 -6819.1180 eV (same order as the records).